1.
C5H8NO2S2 | ωB97M-V/def2-TZVPD

```
18
Properties=species:S:1:pos:R:3:forces:R:3:nbo_charge:R:1
C 0.10253 0.63744 -0.46246 -0.7423 0.5029 0.4290 -0.1031
C 1.88327 -1.35204 -0.19053 -1.6805 -0.3473 1.3635 0.7139
C -1.51672 -0.99170 0.05561 0.7632 -0.2786 0.4907 -0.4246
C -2.09396 1.52972 0.44844 2.2285 0.1803 -3.0474 -0.4440
C 2.55067 -0.43652 -0.99962 2.4616 2.4045 -1.2537 -0.5977
N -1.11857 0.41199 -0.00020 -1.5932 0.4008 -1.2438 -0.4474
O 1.70117 -1.04989 1.14815 0.4385 0.3539 0.5581 -0.7520
O 1.36457 -2.37316 -0.59167 0.1354 -1.1423 -0.0266 -0.6819
S 0.72200 2.15990 -0.38364 0.8066 0.6307 -0.2517 -0.1580
S 3.03777 1.03063 -0.31379 0.0265 -0.8637 -1.1268 -0.0246
H -0.64096 -1.61989 0.13794 0.6560 0.2933 0.6051 0.2623
H -2.09542 -1.11001 0.93857 -0.8030 -0.4016 0.7688 0.1695
H -1.94253 -1.54748 -0.76420 -1.0586 0.9101 -0.9667 0.1856
H -2.81472 2.02560 -0.27546 0.8200 -1.3051 0.1684 0.1836
H -2.60036 1.22203 1.27681 -1.4193 -0.9047 2.3611 0.1797
H -1.38094 2.31770 0.65178 -0.1142 0.2945 0.5904 0.2262
H 2.80762 -0.71512 -2.07499 -0.7379 0.4700 1.6406 0.2180
H 2.03459 -0.13922 1.39927 -0.1872 -1.1978 -1.0589 0.4944
```
Positions in Å, forces in eV/Å.

The relative energy (zero: lowest compared OMol25 entry of this formula, charge and spin) comes out at 406.0 kJ/mol. Its LUMO energy is 3.343 eV. As for the total charge: -1. The value obtained for the HOMO-LUMO gap is 6.611 eV. The calculated total energy comes out at -1196.884618 hartree.

***

2.
C4H4Cl2 | ωB97M-V/def2-TZVPD

```
10
Properties=species:S:1:pos:R:3:forces:R:3:nbo_charge:R:1
C -0.67618 -0.62948 1.68107 -1.4866 1.6477 -1.5673 -0.0688
C -1.67389 -0.35948 0.79105 -0.4753 -1.4496 1.8561 -0.0498
C 0.36148 -0.13106 0.64714 0.5379 -1.9106 1.8693 -0.3834
C -0.79522 0.00506 -0.29274 0.8283 0.1256 -1.0163 -0.4346
Cl -0.71106 -1.05053 3.31759 0.2626 -0.2548 0.1170 0.0622
Cl -3.37562 -0.66041 0.75760 0.3846 0.1599 0.1850 0.0197
H 0.94352 0.71800 0.96221 0.3141 0.1980 -0.1975 0.2223
H 0.89197 -1.01164 0.26726 0.9642 0.5214 0.5048 0.2075
H -0.57844 -0.73160 -1.02401 -0.7431 -0.8753 -1.1151 0.2077
H -0.84663 0.91801 -0.78803 -0.5868 1.8375 -0.6360 0.2172
```
Positions in Å, forces in eV/Å.

The relative energy (zero: lowest compared OMol25 entry of this formula, charge and spin) comes out at 72.8 kJ/mol. The structure (SMILES) is ClC1=C(Cl)CC1. Its LUMO energy is 0.927 eV. As for the total charge: 0. The value obtained for the HOMO-LUMO gap is 9.957 eV. The calculated total energy comes out at -1075.134651 hartree.

***

3.
C19H25NO3S | ωB97M-V/def2-TZVPD

```
49
Properties=species:S:1:pos:R:3:forces:R:3:nbo_charge:R:1
O -0.59042 3.61569 -1.46975 -2.9303 -3.5239 2.0708 -0.6462
O -2.20577 -0.73163 -2.88784 1.8861 -0.1823 -0.4384 -0.5716
O -3.16492 1.01404 -1.89990 -0.7686 0.2304 2.1422 -0.5429
S -3.11911 -2.06672 2.63946 0.3852 0.1140 -1.3304 0.4102
C -1.36192 2.65902 -1.04560 3.0774 2.3762 -1.3740 0.6444
C -2.90597 -0.32111 -2.02046 -1.7452 -0.2932 -1.7975 0.8073
C -2.01302 -2.93294 1.58594 -2.1114 1.3859 -2.6381 -0.4058
C -3.92885 -1.30423 1.28555 1.6681 -1.1565 -0.6285 -0.3908
C -2.36554 -2.64855 0.24175 0.3510 0.0650 1.1891 -0.2481
C -3.46080 -1.65873 0.05008 1.9546 -2.3329 1.8942 -0.0766
N -1.22658 2.04561 0.18710 -2.0033 0.6679 -2.7571 -0.6183
C -2.24174 2.09758 -2.19800 0.9884 -1.5013 0.1211 -0.1576
C -3.85948 -1.39533 -1.36816 0.2850 1.1509 0.8310 -0.5056
C -0.03202 2.16452 0.95726 0.3586 0.0186 1.0277 -0.2067
C 3.92174 0.41960 0.00065 -1.9546 -0.2629 1.9788 -0.4002
C 2.58723 -1.24994 1.57942 0.2391 1.3885 -2.1617 -0.4142
C 2.12950 -1.11337 -0.99782 -0.5897 -0.5847 1.6833 -0.4090
C 2.09327 1.14975 1.74002 -0.3557 -0.2212 -0.0869 -0.4096
C 1.70034 1.26403 -0.69391 0.9244 0.2433 -1.5189 -0.4259
C 0.36128 -0.29284 0.67506 -0.0229 -1.6761 0.7085 -0.4293
C 3.23765 0.22485 1.42511 1.7928 -1.9552 0.3360 -0.2047
C 2.85032 0.26187 -0.99422 -1.6487 -1.7993 -1.2719 -0.2061
C 1.46358 -1.38548 0.49026 0.5831 0.0136 -1.5235 -0.1844
C 0.99643 1.05153 0.63032 1.1523 1.8291 1.3798 -0.0435
H -1.26315 -3.61601 1.93786 0.0154 -0.0468 0.1578 0.2453
H -4.65107 -0.58665 1.42898 -1.6673 1.3345 0.6898 0.2259
H -1.88041 -3.10293 -0.65284 -0.2217 0.3334 0.9699 0.2283
H -1.94996 1.34980 0.41564 0.8098 0.4583 -0.0979 0.4136
H -2.75666 2.90546 -2.70566 -0.3189 -0.0789 0.2507 0.2320
H -1.49965 1.68717 -2.90691 -0.2008 0.2837 0.2588 0.2336
H -4.91732 -1.12194 -1.45803 0.3009 0.1302 -0.0686 0.2447
H -3.66325 -2.37013 -1.85276 -0.1933 0.9754 -0.3683 0.2516
H -0.35596 2.11869 2.00422 0.2391 -0.5539 0.0564 0.2011
H 0.38787 3.17974 0.93065 -0.0444 -0.3182 -0.7500 0.2363
H 4.17605 1.43802 -0.06107 0.8378 1.5231 0.1247 0.1989
H 4.80724 -0.15441 -0.16660 0.4328 -0.7350 0.1339 0.2100
H 3.26520 -2.05932 1.34598 0.5834 -0.0887 0.2365 0.2055
H 2.13605 -1.41945 2.53844 -0.0023 0.1164 0.7076 0.2001
H 2.72815 -1.96068 -1.35243 0.4693 0.1214 0.5993 0.2044
H 1.37544 -1.07474 -1.79329 -0.3951 0.1386 0.4401 0.2056
H 2.48662 2.13794 1.94378 -0.2245 0.6309 -0.4482 0.2120
H 1.65901 0.82499 2.69765 -0.0199 0.0528 -0.1364 0.2021
H 2.07463 2.26872 -0.80259 0.2807 0.6443 0.4329 0.2198
H 1.05446 1.19774 -1.55061 -0.9019 -0.1935 -0.2565 0.2138
H -0.18441 -0.44810 1.64583 0.3524 0.1148 -0.6993 0.2066
H -0.36342 -0.32578 -0.13763 -0.1612 -0.4207 -0.0420 0.2119
H 4.11274 0.45100 2.10533 -1.1639 -0.7126 -0.0264 0.2114
H 3.26464 0.26817 -2.01959 -0.3228 0.9932 0.2157 0.2120
H 1.09196 -2.45456 0.55334 0.0009 1.3035 -0.2163 0.2089
```
Positions in Å, forces in eV/Å.

The relative energy (zero: lowest compared OMol25 entry of this formula, charge and spin) comes out at 284.3 kJ/mol. The structure (SMILES) is O=C(COC(=O)Cc1ccsc1)NC[C@]12C[C@H]3C[C@H](C[C@H](C3)C1)C2. Its LUMO energy is 0.504 eV. As for the total charge: 0. The value obtained for the HOMO-LUMO gap is 9.824 eV. The calculated total energy comes out at -1417.627706 hartree.

***

4.
C31H52I2N2O5RuS2Si | ωB97M-V/def2-TZVPD

```
96
Properties=species:S:1:pos:R:3:forces:R:3:mulliken_spin:R:1
Ru 0.34291 -1.52635 0.11610 -0.4668 0.2859 1.3422 0.8459
I 5.58457 1.81382 3.16287 -0.0136 -0.0192 -0.0083 0.0001
C 4.31104 0.33236 2.44222 -0.0299 -0.0271 -0.0205 0.0037
C 4.43904 -0.09654 1.12427 -0.0706 -0.0345 0.1287 -0.0019
C 3.56626 -1.05867 0.64575 -0.1487 -0.1361 0.0980 -0.0174
I 3.36697 -1.45381 -1.38595 0.3176 -0.0196 -0.1808 0.0008
C 2.60321 -1.64746 1.47536 -0.0363 0.1717 -0.1923 0.0176
O 1.74979 -2.59491 1.03274 0.4645 0.0084 -0.1201 0.0078
C 2.41234 -1.09803 2.74611 -0.1575 0.0030 -0.0886 0.0094
C 1.10525 -1.48207 3.36096 0.0665 -0.0337 0.0241 -0.0005
N -0.00249 -1.15242 2.40589 0.1376 0.2200 -0.3960 0.0579
C -1.16138 -2.00323 2.65809 -0.2849 -0.1987 0.1038 -0.0012
C -2.17565 -1.85535 1.56288 0.0285 0.0141 0.2689 0.0068
C -3.54215 -1.89576 1.77042 0.0138 -0.0353 -0.0754 -0.0033
C -4.39500 -1.79636 0.68058 0.1726 0.0172 -0.0552 0.0020
C -3.84616 -1.64771 -0.58483 -0.0208 -0.0226 0.1158 -0.0046
C -2.47243 -1.59466 -0.71615 -0.1592 -0.0165 -0.1209 0.0182
N -1.66027 -1.70428 0.33931 -0.0217 0.1455 -0.2379 -0.0627
C 3.27226 -0.13315 3.24196 0.0568 -0.0210 -0.1219 0.0027
H 5.17683 0.34658 0.47239 0.0259 0.0190 -0.0315 0.0001
H 0.94388 -0.98695 4.32282 -0.0265 0.0018 -0.0701 0.0006
H 1.06974 -2.56076 3.51907 -0.0113 0.0344 0.0045 -0.0002
H -0.25349 -0.17228 2.52214 0.0137 -0.1764 0.0231 -0.0095
H -1.62151 -1.82575 3.63807 0.0575 0.0245 -0.0945 -0.0021
H -0.79785 -3.03752 2.64542 -0.0527 0.0464 0.0221 -0.0018
H -3.92320 -1.99997 2.77528 -0.0255 -0.0092 0.0462 -0.0001
H -5.46603 -1.82250 0.81962 -0.0414 -0.0007 0.0017 0.0001
H -4.46278 -1.55072 -1.46503 -0.0418 0.0027 -0.0242 -0.0005
H -1.99659 -1.43734 -1.67302 -0.0019 -0.0194 0.0275 0.0094
H 3.11018 0.28871 4.22479 -0.0165 0.0128 0.0290 0.0001
C -3.35440 4.37289 -0.34393 0.0065 -0.0193 -0.0533 0.0002
C -2.50896 4.06360 -1.57168 0.0303 0.0863 -0.0250 0.0015
C -1.56403 5.21786 -1.87647 -0.0949 0.0160 -0.0112 0.0002
C -3.38903 3.75413 -2.77218 0.0334 0.0106 0.0429 -0.0008
O -1.76736 2.85604 -1.31190 -0.0176 -0.1541 0.0595 0.0100
Si -0.32696 2.59354 -0.61959 -0.1664 0.1120 0.1341 -0.0361
S -0.03503 0.49457 -0.91723 0.5942 -0.2852 -0.3143 0.1070
O -0.23861 3.16893 0.90696 0.0899 0.0016 -0.1489 0.0095
C -0.62981 2.71051 2.19579 -0.0386 0.0055 0.0373 -0.0061
C 0.58930 2.03377 2.81312 0.0054 0.0421 -0.0668 0.0109
C -1.81740 1.75781 2.07847 0.0325 -0.0378 -0.0368 0.0023
C -1.01297 3.93998 3.00754 -0.0103 -0.0766 -0.0138 0.0004
O 0.82657 3.33271 -1.48121 -0.0866 -0.1093 0.0545 0.0006
C 2.18756 3.70779 -1.19054 0.0023 0.0825 -0.0614 0.0004
C 2.16814 5.00602 -0.39407 0.0184 -0.0446 -0.0618 -0.0006
C 2.90016 2.60746 -0.42079 -0.0041 0.0010 -0.0377 0.0018
C 2.84633 3.91056 -2.54649 -0.0367 -0.0011 0.0420 0.0004
H -3.96241 5.26058 -0.51497 -0.0307 0.0334 -0.0053 -0.0001
H -2.71363 4.55756 0.51730 0.0244 0.0152 0.0276 0.0001
H -4.01828 3.53685 -0.12158 -0.0219 -0.0301 0.0093 0.0000
H -2.14224 6.10229 -2.14326 -0.0121 0.0397 -0.0010 0.0000
H -0.90352 4.96575 -2.70317 0.0190 -0.0108 -0.0451 -0.0001
H -0.95066 5.45969 -1.00822 0.0295 0.0153 0.0497 -0.0001
H -4.01998 4.60820 -3.01362 -0.0339 0.0441 -0.0139 0.0000
H -4.02683 2.89780 -2.55656 -0.0309 -0.0353 0.0089 0.0001
H -2.77330 3.51827 -3.63833 0.0321 -0.0108 -0.0408 0.0001
H 0.98963 1.28173 2.12973 0.0208 0.0044 -0.0174 -0.0071
H 0.34842 1.57906 3.77592 -0.0185 -0.0365 0.0880 -0.0004
H 1.37853 2.76630 2.97889 0.0487 0.0351 0.0042 -0.0001
H -1.57809 0.90972 1.42714 -0.0260 0.0804 0.0523 0.0011
H -2.66614 2.27293 1.63109 -0.0508 0.0241 -0.0077 -0.0001
H -2.11771 1.39610 3.06373 -0.0191 -0.0321 0.0500 -0.0002
H -0.18495 4.64575 3.02925 0.0506 0.0326 -0.0086 0.0002
H -1.25669 3.65862 4.03152 -0.0156 -0.0092 0.0677 0.0000
H -1.87839 4.43512 2.57141 -0.0381 0.0148 -0.0150 -0.0002
H 1.64035 4.86879 0.54765 -0.0263 -0.0166 0.0553 0.0001
H 1.66991 5.78875 -0.96430 -0.0305 0.0411 -0.0280 0.0001
H 3.18613 5.33042 -0.18188 0.0594 0.0269 0.0137 -0.0001
H 2.45278 2.46204 0.56068 -0.0566 -0.0279 0.1297 0.0034
H 3.94592 2.88014 -0.27784 0.0584 0.0043 0.0203 -0.0005
H 2.84957 1.66908 -0.97109 0.0086 -0.0618 -0.0307 -0.0035
H 2.30927 4.66905 -3.11324 -0.0239 0.0400 -0.0294 -0.0001
H 2.83216 2.98066 -3.11392 -0.0004 -0.0368 -0.0152 0.0000
H 3.87931 4.23272 -2.42439 0.0618 0.0196 0.0056 -0.0001
C -2.44488 -4.58429 -2.53584 -0.0058 -0.0544 0.0161 0.0008
C -1.99962 -5.43975 -1.35611 0.0090 -0.0654 -0.0214 -0.0002
C -0.50443 -5.77219 -1.41287 -0.0710 0.0984 -0.0875 -0.0008
S 0.46651 -4.63259 -0.43103 -0.0660 0.1093 0.1618 0.0004
O 0.18075 -3.25710 -1.07121 -0.0440 -0.1905 -0.2696 0.0316
C 2.12718 -5.10546 -0.91809 0.0378 0.1314 0.0057 -0.0009
C 2.42295 -5.03371 -2.41616 0.0019 -0.0224 0.0029 0.0003
C 2.51330 -6.40403 -3.07539 -0.0243 0.0014 -0.0318 0.0001
H -3.49193 -4.30153 -2.44075 -0.0412 0.0096 0.0050 0.0000
H -2.33540 -5.13919 -3.46758 0.0015 -0.0162 -0.0368 0.0002
H -1.84366 -3.68291 -2.61441 0.0468 0.0954 -0.0034 -0.0015
H -2.55729 -6.37765 -1.36208 0.0196 0.0048 0.0373 -0.0001
H -2.23899 -4.95217 -0.40602 0.0024 0.0327 0.0053 -0.0001
H -0.13416 -5.75280 -2.43746 -0.0215 0.0015 -0.0126 -0.0007
H -0.27742 -6.74639 -0.97685 0.0098 -0.0463 0.0243 -0.0007
H 2.25255 -6.11040 -0.50897 0.0221 -0.0672 0.0134 -0.0001
H 2.74602 -4.42797 -0.32839 -0.0239 -0.0211 -0.0369 0.0004
H 3.36823 -4.50878 -2.54592 0.0488 0.0070 0.0171 -0.0003
H 1.67718 -4.40605 -2.91029 -0.0222 0.0235 -0.0157 -0.0001
H 3.27027 -7.01498 -2.58519 0.0471 -0.0400 0.0128 0.0000
H 2.79275 -6.30853 -4.12272 -0.0063 -0.0115 -0.0454 0.0000
H 1.57014 -6.95056 -3.03055 0.0162 -0.0094 -0.0010 0.0000
```
Positions in Å, forces in eV/Å.

The relative energy (zero: lowest compared OMol25 entry of this formula, charge and spin) comes out at 19.1 kJ/mol. Its LUMO energy (spin up / spin down) is -3.420 / -3.322 eV. The spin multiplicity is 2. As for the total charge: +1. The value obtained for the HOMO-LUMO gap (spin up / spin down) is 7.000 / 7.170 eV. The calculated total energy comes out at -3474.260713 hartree.